P | The following is a DFT calculation (wB97M-V/def2-TZVPD) of a molecular structure, C2H4N4O.

The geometry in XYZ format:
```
11
Properties=species:S:1:pos:R:3:nbo_charge:R:1
C 1.06163 -0.26749 0.00299 0.624
C 0.56396 1.31104 0.01037 -0.334
H 2.81108 -1.36248 0.03856 0.414
H 3.19968 0.26618 -0.67877 0.420
H 1.09005 1.73014 1.12247 0.246
H 0.92018 2.38932 -0.96922 0.220
N 2.34521 -0.50696 -0.10105 -0.784
N -0.90647 1.08770 0.23575 -0.341
N -1.53580 0.08174 -0.22570 0.198
N -2.50994 -0.72785 -0.13034 -0.067
O 0.05931 -1.10336 0.24452 -0.596
```

Properties
Orbital gap   0.3140 hartree
Highest occupied orbital energy   -8.75 eV
Net charge   0
LUMO level   -0.202 eV



Q | The following is a DFT calculation (wB97M-V/def2-TZVPD) of C2H4N4O in the gas phase.

The geometry in XYZ format:
```
11
Properties=species:S:1:pos:R:3:nbo_charge:R:1
C -1.91523 -0.89727 0.07831 -0.407
N -0.47095 -0.38330 -0.11572 -0.305
N 0.63403 -1.31496 0.07317 -0.250
N 1.75036 -0.52177 0.02881 0.037
N 1.44418 0.74104 0.09529 -0.250
C -0.02114 0.93530 -0.05758 0.700
O -0.75286 1.85388 -0.03235 -0.575
H -2.13774 -1.36975 1.01140 0.213
H -2.35986 0.13199 0.03226 0.250
H -2.10570 -1.54609 -0.70615 0.202
H 0.74104 -1.92247 -0.77393 0.385
```

Properties
Orbital gap   0.3669 hartree
Structure (SMILES)   Cn1[nH]nnc1=O
Highest occupied orbital energy   -9.99 eV
Net charge   0
LUMO level   -0.003 eV



The winner here is Q, beating the second structure by 4.884 eV.



P | The following is a DFT calculation (wB97M-V/def2-TZVPD) of C2H4N4O in the gas phase.

The geometry in XYZ format:
```
11
Properties=species:S:1:pos:R:3:nbo_charge:R:1
N 2.13349 0.45574 0.24261 -0.812
C 0.84696 -0.00560 0.12977 0.473
N 0.45723 -1.21001 0.49384 -0.369
N -0.90200 -1.12902 0.27437 -0.404
C -1.20428 0.08771 -0.18184 0.641
O -2.45942 0.45194 -0.45323 -0.650
N -0.13713 0.83668 -0.31350 -0.591
H 2.87146 -0.22531 0.29848 0.395
H 2.32766 1.29136 -0.28313 0.395
H -1.52106 -1.87533 0.54367 0.416
H -2.40438 1.37441 -0.74496 0.505
```

Properties
Orbital gap   0.3380 hartree
Structure (SMILES)   Nc1n[nH]c(O)n1
Highest occupied orbital energy   -8.42 eV
Net charge   0
LUMO level   0.780 eV



Q | The following is a DFT calculation (wB97M-V/def2-TZVPD) of C2H4N4O in the gas phase.

The geometry in XYZ format:
```
11
Properties=species:S:1:pos:R:3:nbo_charge:R:1
H 0.68892 -0.53571 2.62179 0.338
N -0.19610 -0.37640 2.19724 -0.718
C -0.05670 0.01215 0.96649 0.530
N 1.10857 -0.04451 0.25752 -0.472
N 1.17329 0.13352 -1.14730 -0.250
C 0.05783 0.06958 -1.70379 0.312
O -1.05678 -0.28996 -0.91573 -0.389
N -0.97660 0.58925 0.20093 -0.334
H 1.97613 -0.19639 0.67603 0.399
H -0.06425 0.13872 -2.74522 0.194
H -1.91737 0.30966 0.63834 0.390
```

Properties
Orbital gap   0.3715 hartree
Structure (SMILES)   [H]/N=C1\NN=CON1
Highest occupied orbital energy   -9.21 eV
Net charge   0
LUMO level   0.901 eV



R | The following is a DFT calculation (wB97M-V/def2-TZVPD) of C2H4N4O in the gas phase.

The geometry in XYZ format:
```
11
Properties=species:S:1:pos:R:3:nbo_charge:R:1
N -2.24738 -0.36268 -0.00460 -0.723
N -1.48561 0.81254 0.03331 -0.230
C -0.23311 0.44031 -0.12396 0.335
C 0.87281 1.17389 -0.06360 -0.043
N 1.86600 0.40060 0.04115 -0.232
N 1.45436 -0.97051 0.21328 -0.162
O 0.13263 -0.92160 -0.14372 -0.378
H -1.65494 -1.34704 -0.10698 0.391
H -3.34977 -0.58075 0.54695 0.405
H 1.01029 2.30203 0.18096 0.252
H 1.98357 -1.84621 -0.32781 0.386
```

Properties
Orbital gap   0.3022 hartree
Structure (SMILES)   N/N=c1/cn[nH]o1
Highest occupied orbital energy   -7.68 eV
Net charge   0
LUMO level   0.538 eV



S | The following is a DFT calculation (wB97M-V/def2-TZVPD) of a molecular structure, C2H4N4O.

The geometry in XYZ format:
```
11
Properties=species:S:1:pos:R:3:nbo_charge:R:1
N 0.35513 -0.27860 1.94309 -0.824
C 0.01283 -0.13100 0.60552 0.280
N -0.74830 1.12870 0.32061 -0.092
N -0.61842 1.35994 -0.89011 -0.150
C 0.19650 0.23709 -1.38729 0.581
N -0.19433 -0.60248 -2.23368 -0.618
O 1.06189 -0.07719 -0.39321 -0.495
H 1.01020 -1.02614 2.12550 0.392
H 0.58591 0.57458 2.43220 0.390
H -0.63221 -0.93244 0.17547 0.178
H -1.02921 -0.25244 -2.69809 0.359
```

Properties
Orbital gap   0.3768 hartree
Highest occupied orbital energy   -10.31 eV
Net charge   0
LUMO level   -0.060 eV



The winner here is P, beating the second structure by 2.655 eV.



P | The following is a DFT calculation (wB97M-V/def2-TZVPD) of C2H4N4O in the gas phase.

The geometry in XYZ format:
```
11
Properties=species:S:1:pos:R:3:nbo_charge:R:1
N 2.33083 0.11517 0.27783 -0.817
C 0.99220 0.25916 -0.15638 0.466
N 0.44084 -0.91228 -0.46779 -0.415
N -0.86632 -0.76879 -0.27181 -0.327
C -1.35477 0.42310 -0.08153 0.579
O -2.66416 0.22230 0.43947 -0.696
N 0.12066 1.29954 -0.11832 -0.507
H 2.67106 -0.83768 0.13990 0.401
H 3.05843 0.80432 0.15744 0.391
H -1.37214 -1.62792 -0.12648 0.415
H -3.37122 0.86906 0.29993 0.509
```

Properties
Orbital gap   0.3217 hartree
Structure (SMILES)   Nc1n[nH]c(O)n1
Highest occupied orbital energy   -8.52 eV
Net charge   0
LUMO level   0.237 eV



Q | The following is a DFT calculation (wB97M-V/def2-TZVPD) of C2H4N4O in the gas phase.

The geometry in XYZ format:
```
11
Properties=species:S:1:pos:R:3:nbo_charge:R:1
H 2.37314 -0.33142 -0.17970 0.348
N 1.74963 -1.24149 -0.10141 -0.625
C 0.53293 -0.69787 -0.12726 0.306
C -0.78676 -1.28991 0.10932 -0.046
N -1.73181 -0.42925 0.02568 -0.172
N -1.16801 0.81206 -0.09559 -0.298
N 0.14677 0.65566 -0.45603 -0.030
O 0.93123 1.66630 0.14183 -0.541
H -0.84970 -2.28341 0.32661 0.215
H -1.69910 1.38147 -0.76072 0.385
H 0.50168 1.75787 1.11728 0.458
```

Properties
Orbital gap   0.3295 hartree
Structure (SMILES)   [H]/N=c1/cn[nH]n1O
Highest occupied orbital energy   -9.07 eV
Net charge   0
LUMO level   -0.099 eV



R | The following is a DFT calculation (wB97M-V/def2-TZVPD) of C2H4N4O in the gas phase.

The geometry in XYZ format:
```
11
Properties=species:S:1:pos:R:3:nbo_charge:R:1
N -0.12743 0.79875 -1.95301 -0.786
C -0.06145 0.29034 -0.70348 0.555
N -0.91234 0.66221 0.24530 -0.462
N -0.43682 -0.10076 1.35122 -0.472
C 0.74454 -1.02529 0.79907 0.755
O 1.13354 -1.85908 1.57271 -0.594
N 0.89684 -0.65016 -0.45254 -0.639
H -0.63015 1.65329 -2.12881 0.405
H 0.61397 0.53847 -2.58292 0.410
H -0.15669 0.50673 2.12450 0.414
H -1.06403 -0.81450 1.72796 0.414
```

Properties
Orbital gap   0.3634 hartree
Structure (SMILES)   NC1=N[NH2+]C([O-])=N1
Highest occupied orbital energy   -9.27 eV
Net charge   0
LUMO level   0.621 eV



The winner here is R, beating the second structure by 2.997 eV.



P | The following is a DFT calculation (wB97M-V/def2-TZVPD) of C2HNO4 in the gas phase.

The geometry in XYZ format:
```
8
Properties=species:S:1:pos:R:3:nbo_charge:R:1
O -2.12729 -0.77318 -0.00509 -0.528
C -0.99556 -0.37537 -0.05955 0.840
N -0.53722 0.91948 -0.18903 -0.342
O 0.85884 0.91860 -0.02285 -0.327
C 1.23562 -0.38425 -0.03446 0.949
O 2.36293 -0.74086 -0.03077 -0.526
O 0.13343 -1.17184 -0.08595 -0.471
H -0.93074 1.60742 0.42770 0.405
```

Properties
Orbital gap   0.4277 hartree
Structure (SMILES)   O=c1[nH]oc(=O)o1
Highest occupied orbital energy   -11.29 eV
Net charge   0
LUMO level   0.346 eV



Q | The following is a DFT calculation (wB97M-V/def2-TZVPD) of C2HNO4 in the gas phase.

The geometry in XYZ format:
```
8
Properties=species:S:1:pos:R:3:nbo_charge:R:1
O 2.26052 1.11464 -0.00307 -0.558
C 1.22034 0.50814 0.01007 0.931
O -0.01646 1.19271 0.04579 -0.454
C -0.95380 0.25047 0.06193 0.248
N -0.55823 -0.94113 -0.00281 0.316
O -0.99489 -2.04312 0.00652 -0.329
O 1.03047 -0.74624 0.08142 -0.398
H -1.98794 0.66454 -0.19986 0.244
```

Properties
Orbital gap   0.3701 hartree
Structure (SMILES)   O=c1oc[n+]([O-])o1
Highest occupied orbital energy   -10.16 eV
Net charge   0
LUMO level   -0.091 eV



R | The following is a DFT calculation (wB97M-V/def2-TZVPD) of C2HNO4 in the gas phase.

The geometry in XYZ format:
```
8
Properties=species:S:1:pos:R:3:nbo_charge:R:1
O -2.21989 0.00178 -0.86096 -0.489
C -1.37529 0.18927 -0.08094 0.792
O -1.08304 0.27638 1.15463 -0.405
C 0.14004 0.50311 -0.05112 0.037
N 1.09413 -0.56812 -0.03374 0.486
O 0.73570 -1.67206 0.27620 -0.325
O 2.19250 -0.24225 -0.42252 -0.344
H 0.51587 1.51188 0.01844 0.247
```

Properties
Orbital gap   0.3665 hartree
Structure (SMILES)   O=C1O[C@H]1[N+](=O)[O-]
Highest occupied orbital energy   -11.56 eV
Net charge   0
LUMO level   -1.586 eV



The winner here is P, beating the second structure by 3.033 eV.



P | The following is a DFT calculation (wB97M-V/def2-TZVPD) of 2 unconnected molecules or ions with the total composition H3O2PS.

The geometry in XYZ format:
```
7
Properties=species:S:1:pos:R:3:nbo_charge:R:1
O 0.27185 1.55965 -0.55512 -0.985
O 0.13880 -0.85522 -0.71819 -1.022
P -0.21487 0.29788 0.29810 1.466
S -2.15522 0.12149 0.50483 -0.484
H 0.68336 1.24041 -1.42676 0.520
H -0.27960 -1.71053 -0.51915 0.527
H 1.55568 -0.65368 2.41629 -0.023
```

Properties
Orbital gap (alpha / beta)   0.2692 / 0.3111 hartree
Highest occupied orbital energy (alpha / beta)   -9.40 / -9.04 eV
Net charge   0
LUMO level (alpha / beta)   -2.079 / -0.578 eV



Q | The following is a DFT calculation (wB97M-V/def2-TZVPD) of H3O2PS in the gas phase.

The geometry in XYZ format:
```
7
Properties=species:S:1:pos:R:3:nbo_charge:R:1
O 1.03787 0.79220 0.94596 -0.966
P 0.08995 -0.57116 0.61655 1.274
O 0.73011 -0.76010 -0.81838 -1.026
S -1.94311 -0.00967 -0.04727 -0.455
H 1.48002 0.81029 0.08056 0.492
H 0.54003 -1.49706 -1.32387 0.511
H -1.93487 1.23549 0.54645 0.170
```

Properties
Orbital gap   0.3467 hartree
Structure (SMILES)   OP(O)S
Highest occupied orbital energy   -8.97 eV
Net charge   0
LUMO level   0.467 eV



The winner here is Q, beating the second structure by 3.042 eV.



P | The following is a DFT calculation (wB97M-V/def2-TZVPD) of 3 unconnected molecules or ions with the total composition C2H10N2O3.

The geometry in XYZ format:
```
17
Properties=species:S:1:pos:R:3:nbo_charge:R:1
N -0.17035 0.78914 -1.71357 -0.845
C 0.01500 0.84125 -0.24527 -0.054
N -0.87343 -0.01179 0.61666 -0.662
C -2.14323 0.44878 0.98204 0.556
O -2.39214 1.57293 1.24532 -0.579
H 0.57232 1.20217 -2.16295 0.354
H -0.80790 1.56226 -1.93330 0.354
H 1.01381 0.34106 -0.04767 0.180
H -0.07030 1.79680 0.14628 0.193
H -0.67376 -1.00386 0.61989 0.408
H -2.93811 -0.43281 0.90297 0.093
O 1.45581 -1.95409 1.16678 -0.969
H 1.89728 -1.53310 0.42718 0.485
H 2.12216 -2.29490 1.79236 0.484
O 2.69548 -0.96271 -1.47866 -0.961
H 3.12977 -1.08738 -2.31086 0.484
H 1.75726 -0.98089 -1.64371 0.480
```

Properties
Orbital gap   0.3722 hartree
Structure (SMILES)   NCNC=O.O.O
Highest occupied orbital energy   -9.58 eV
Net charge   0
LUMO level   0.547 eV



Q | The following is a DFT calculation (wB97M-V/def2-TZVPD) of 3 unconnected molecules or ions with the total composition C2H10N2O3.

The geometry in XYZ format:
```
17
Properties=species:S:1:pos:R:3:nbo_charge:R:1
N 1.53780 0.62171 -0.00930 -0.865
C 1.04717 -0.52309 0.81785 -0.065
N -0.06423 -1.27773 0.31162 -0.636
C 0.18103 -2.08658 -0.77928 0.534
O 1.29083 -2.35109 -1.17500 -0.612
H 2.33665 0.95256 0.52686 0.369
H 1.96942 0.27573 -0.86749 0.373
H 1.88590 -1.20258 0.92460 0.194
H 0.75331 -0.14412 1.79885 0.198
H -0.96634 -0.81613 0.33477 0.425
H -0.74222 -2.41841 -1.27313 0.121
O -2.58920 0.44595 0.66664 -0.992
H -2.11727 1.07524 0.09343 0.505
H -3.34396 0.93363 1.01385 0.477
O -0.73426 2.06297 -0.61312 -1.004
H -0.57039 2.88153 -1.06857 0.474
H 0.12576 1.57042 -0.70256 0.504
```

Properties
Orbital gap   0.3923 hartree
Structure (SMILES)   NCNC=O.O.O
Highest occupied orbital energy   -9.94 eV
Net charge   0
LUMO level   0.735 eV



The winner here is Q, beating the second structure by 1.181 eV.